# C4H8N2O

A single C4H8N2O molecule (ωB97M-V/def2-TZVPD, OMol25).

Geometry as XYZ:
```
15
Properties=species:S:1:pos:R:3:forces:R:3
N -1.354218 1.654861 0.182575 -2.065 0.794 0.959
C -0.624892 0.639188 -0.428774 0.953 0.164 -2.277
C 0.850443 0.410340 -0.035368 -1.753 -2.323 -2.012
C 0.904711 -1.166867 -0.060696 -0.256 0.163 -1.064
C -0.510016 -1.647542 0.142534 2.094 3.786 -1.680
N -1.303345 -0.660265 -0.127853 -0.732 -1.975 1.472
O -2.564461 -0.717761 0.053124 0.153 0.638 -0.793
H -2.230965 1.657070 -0.410567 0.898 0.397 1.641
H -1.634151 1.365226 1.177674 0.415 0.624 -2.006
H -0.728844 0.797213 -1.548945 0.221 -0.354 1.117
H 0.938992 0.677253 0.961396 0.374 0.754 1.980
H 1.666911 0.820369 -0.617958 -0.431 0.449 -0.295
H 1.490819 -1.315534 0.758849 1.547 -1.317 2.519
H 1.466988 -1.692646 -0.855427 -0.533 0.645 -0.210
H -0.891050 -2.575550 0.301524 -0.886 -2.445 0.651
```
Positions in Å, forces in eV/Å.

Properties
Energy above the lowest of the compared OMol25 structures with the same formula, charge and spin, kcal per mole: 87.48
SMILES string: N[C@H]1CCC=[N+]1[O-]
Max |F|, eV Å⁻¹: 4.641
Lowest unoccupied orbital energy, eV: 0.97
Orbital gap, eV: 9.5

# C3Br2O

A single C3Br2O molecule (ωB97M-V/def2-TZVPD, OMol25).

Geometry as XYZ:
```
6
Properties=species:S:1:pos:R:3:forces:R:3
O 1.268301 -0.303114 1.842717 0.068 -0.200 -0.891
C 0.998885 -0.544862 0.719818 -3.317 1.979 -1.164
Br 1.722730 -1.884571 -0.387736 0.321 -0.175 0.008
C -0.239306 0.230560 -0.109272 0.512 -0.666 0.876
C -1.232145 0.723862 -0.639399 1.677 -0.092 0.675
Br -2.518464 1.778124 -1.426127 0.739 -0.846 0.496
```
Positions in Å, forces in eV/Å.

Properties
Energy above the lowest of the compared OMol25 structures with the same formula, charge and spin, kcal per mole: 16.33
SMILES string: O=C(Br)C#CBr
Max |F|, eV Å⁻¹: 4.034
Lowest unoccupied orbital energy, eV: -0.21
Orbital gap, eV: 10.0

# C4H5KO4

A molecular structure, C4H5KO4 (ωB97M-V/def2-TZVPD, OMol25).

Geometry as XYZ:
```
14
Properties=species:S:1:pos:R:3:forces:R:3
C -2.976554 0.450928 -0.204650 0.602 -2.315 -1.130
O -3.355224 1.499391 -0.806947 0.258 0.784 -1.406
H -3.731856 -0.121444 0.349698 0.290 0.377 0.761
H -4.116593 1.362292 -1.397432 -0.850 0.624 0.523
C -1.740578 -0.149925 -0.580715 -0.225 1.283 0.751
C -1.266750 -1.168830 0.296309 2.462 -2.217 -2.033
H -1.777137 -0.452092 -1.635511 0.498 0.609 -0.312
H -0.222142 0.296222 -1.284688 1.692 -1.057 -0.237
H -1.968970 -1.948691 0.618631 0.131 0.429 1.504
O -0.026584 -1.496717 0.329493 -2.043 -0.216 -0.097
C 1.341063 -0.933183 -0.695830 2.336 4.743 3.410
O 0.985384 -0.077930 -1.528798 -3.982 -0.522 -0.617
O 2.301003 -0.928161 0.014644 -1.497 -2.502 -1.349
K 2.725801 -0.049244 2.521402 0.326 -0.022 0.232
```
Positions in Å, forces in eV/Å.

Properties
Energy above the lowest of the compared OMol25 structures with the same formula, charge and spin, kcal per mole: 23.69
Net charge: +2
Max |F|, eV Å⁻¹: 6.292
Lowest unoccupied orbital energy, eV: -9.22
Orbital gap, eV: 9.0

# C28H42MnNO2Si

A molecular structure, C28H42MnNO2Si (ωB97M-V/def2-TZVPD, OMol25).

Geometry as XYZ:
```
75
Properties=species:S:1:pos:R:3:forces:R:3
O -0.285857 -0.697221 -5.257737 -0.061 0.451 -2.317
C -0.294723 0.635474 -5.878544 -0.091 0.533 0.790
C -0.323580 0.130546 -7.312257 0.217 -0.457 0.814
H 0.600767 1.201674 -5.587495 -0.279 -0.105 0.009
H -1.207379 1.184535 -5.593079 0.433 -0.105 -0.020
C -0.279562 -1.257476 -6.615657 0.088 -0.477 -0.695
H 0.575217 0.377100 -7.890670 -0.458 -0.081 -0.052
H -1.267742 0.361223 -7.810461 0.333 -0.096 -0.218
C 1.027311 -2.000615 -6.834560 -0.096 -0.151 -0.027
H 1.877580 -1.337435 -6.636852 -0.157 -0.156 0.030
H 1.106553 -2.375067 -7.866233 -0.065 0.084 0.251
H 1.063400 -2.850141 -6.142510 0.143 0.113 -0.124
C -1.499227 -2.125286 -6.894582 0.214 -0.197 0.165
H -2.433343 -1.585102 -6.721516 0.130 0.010 0.101
H -1.467795 -3.009064 -6.246572 -0.132 0.114 -0.084
H -1.498383 -2.464756 -7.939052 0.091 0.083 0.184
Mn -0.702202 -1.014735 1.423178 3.001 3.544 0.903
C -2.501669 -0.921333 2.549093 -1.891 1.094 -0.542
C -1.999641 0.411234 2.464162 -1.337 0.517 -0.377
C -1.878661 0.762794 1.072312 -1.231 0.059 0.671
H -1.833695 1.082286 3.304554 0.295 -0.439 -0.332
C -2.361489 -0.346677 0.298337 -1.766 0.426 0.284
C -2.753271 -1.380945 1.206797 -2.167 1.114 0.073
H -3.242433 -2.316013 0.941569 0.385 0.238 0.010
H -2.751550 -1.436172 3.467499 0.162 -0.013 -0.225
H -1.594443 1.738167 0.695215 0.118 -0.204 0.011
H -2.545614 -0.330049 -0.768924 0.211 -0.265 0.266
C 0.262898 -2.531883 2.639428 0.793 -1.626 -0.761
C -0.673851 -3.090697 1.696664 1.945 -1.866 -0.158
C -0.226461 -2.742246 0.362066 1.073 -1.719 0.320
H -1.501037 -3.751092 1.959203 0.188 0.472 -0.185
C 0.981735 -1.970466 0.498131 0.597 -1.334 0.662
C 1.277897 -1.854390 1.901608 0.330 -1.310 -0.587
H 2.179576 -1.419230 2.319725 -0.456 0.164 -0.055
H 0.278660 -2.684419 3.715780 -0.188 0.256 -0.393
H -0.659568 -3.066286 -0.584009 -0.042 0.237 0.378
H 1.638729 -1.643689 -0.300644 -0.284 0.075 0.130
O 1.580996 0.656443 -2.704392 -1.307 0.889 -0.467
C 0.420626 -0.169439 -2.450261 -0.118 -0.279 0.968
C -0.840870 0.598321 -2.880543 0.052 -0.093 -0.468
H 0.323963 -0.373365 -1.353144 0.330 0.133 -0.802
H 0.541695 -1.126570 -2.995336 0.030 0.605 0.344
C -0.378864 2.070955 -2.990683 -0.362 -0.226 -0.096
H -1.688761 0.442336 -2.193751 0.633 0.265 -0.213
H -1.151409 0.218852 -3.853285 -0.213 0.203 0.633
C 1.105524 2.036624 -2.609425 0.109 -0.492 1.033
H -0.957771 2.661006 -2.270190 0.273 0.194 -0.288
H -0.537828 2.471375 -4.008188 0.014 -0.093 0.562
H 1.149537 2.328504 -1.538368 0.376 -0.009 -0.546
H 1.741242 2.705547 -3.210214 -0.094 -0.440 0.193
C 1.841673 1.496346 1.153757 0.232 -0.083 -0.284
Si 1.675368 1.587249 3.030870 -1.864 -1.796 1.220
C 3.360821 1.289145 3.779868 0.649 0.310 -0.006
C 1.075779 3.326928 3.366053 0.252 0.628 -0.038
N 0.571105 0.396210 3.713338 1.020 0.669 -1.184
C 0.180672 0.282074 4.988432 0.320 0.707 -0.097
C -0.730908 -0.740756 5.412694 -0.114 -0.129 -0.087
C -1.243363 -0.784988 6.698847 0.473 0.583 0.029
C -0.869102 0.187792 7.642872 -0.368 -0.181 0.334
C 0.039723 1.186587 7.282746 0.220 -0.195 -0.411
C 0.591849 1.215393 6.008474 -0.382 -0.261 0.202
H 2.587765 2.256786 0.867146 -0.149 -0.119 0.017
H 0.914292 1.743721 0.614779 0.152 -0.117 0.265
H 2.210045 0.532475 0.766906 -0.149 0.315 0.186
H 4.120139 1.952036 3.340295 0.028 -0.126 0.106
H 3.349012 1.461892 4.865266 -0.021 -0.089 -0.255
H 3.672056 0.249159 3.608641 -0.089 0.210 0.024
H 0.193445 3.575771 2.761706 0.140 -0.110 0.067
H 0.825923 3.503922 4.418413 0.043 -0.046 -0.254
H 1.883039 4.016738 3.083978 -0.163 0.169 0.037
H -1.050663 -1.483584 4.676389 0.184 0.391 0.363
H -1.945412 -1.573239 6.966236 0.080 0.120 0.025
H -1.295703 0.170733 8.646838 0.097 -0.004 -0.217
H 0.333086 1.960655 7.994455 -0.084 -0.229 -0.022
H 1.314130 1.987842 5.734818 -0.275 -0.254 0.224
```
Positions in Å, forces in eV/Å.

Properties
Energy above the lowest of the compared OMol25 structures with the same formula, charge and spin, kcal per mole: 0.81
⟨S²⟩: 8.7611
Net charge: -1
Max |F|, eV Å⁻¹: 4.731
Spin multiplicity: 6
Lowest unoccupied orbital energy (spin up / spin down), eV: 2.10 / 2.10
Orbital gap (spin up / spin down), eV: 4.8 / 5.0